Density functional theory data (ωB97M-V/def2-TZVPD) for an isolated molecule of C20H27N7 in a non-equilibrium geometry.

Calculated values
Electronic energy, eV: -31607.869
Energy relative to the best compared isomer or geometry (same formula, charge and spin), kcal/mol: 0.0
LUMO, eV: 0.29
SMILES string: CC(C)(C)n1nnnc1[C@@H](c1cccc(C#N)c1)N1CCN2CCC[C@@H]2C1

```
54
Properties=species:S:1:pos:R:3:mulliken_charge:R:1
C -1.190 1.585 4.295 -1.841
C -1.169 1.309 2.790 1.284
C -1.647 2.554 2.040 -1.488
C -2.047 0.092 2.486 -1.408
N 0.211 1.016 2.417 1.084
N 1.174 1.012 3.346 -0.291
N 2.269 0.735 2.781 -1.146
N 2.102 0.549 1.483 0.017
C 0.821 0.719 1.237 -1.287
C 0.237 0.619 -0.134 1.341
C 0.797 1.775 -0.938 -0.435
C 2.166 1.824 -1.186 -0.315
C 2.709 2.871 -1.910 -1.053
C 1.899 3.883 -2.393 -0.376
C 0.528 3.834 -2.150 -0.021
C -0.321 4.854 -2.638 -0.158
N -1.019 5.676 -3.028 -0.530
C -0.023 2.777 -1.424 -0.012
N 0.638 -0.643 -0.744 0.399
C 0.124 -0.784 -2.094 -0.369
C 0.758 -2.024 -2.738 -1.361
N 0.561 -3.231 -1.975 -0.009
C -0.748 -3.865 -2.065 -0.568
C -0.944 -4.606 -0.732 -0.590
C 0.348 -4.345 0.052 -0.983
C 0.893 -3.063 -0.573 -0.045
C 0.261 -1.804 0.040 -0.847
H -2.208 1.801 4.609 0.444
H -0.557 2.434 4.535 0.446
H -0.824 0.724 4.847 0.440
H -0.952 3.377 2.194 0.379
H -1.735 2.375 0.973 0.261
H -2.623 2.852 2.416 0.458
H -1.658 -0.789 2.993 0.388
H -3.057 0.277 2.842 0.429
H -2.095 -0.117 1.421 0.250
H -0.866 0.707 -0.087 0.980
H 2.786 1.034 -0.793 0.451
H 3.772 2.900 -2.096 0.427
H 2.313 4.707 -2.955 0.507
H -1.092 2.754 -1.261 0.486
H 0.392 0.099 -2.677 0.527
H -0.980 -0.874 -2.094 0.222
H 0.361 -2.169 -3.744 0.447
H 1.837 -1.856 -2.805 0.368
H -1.560 -3.143 -2.233 0.182
H -0.737 -4.552 -2.917 0.464
H -1.807 -4.208 -0.197 0.281
H -1.110 -5.670 -0.884 0.351
H 1.058 -5.153 -0.116 0.372
H 0.176 -4.246 1.122 0.353
H 1.980 -2.974 -0.480 0.404
H 0.636 -1.686 1.058 0.567
H -0.839 -1.919 0.083 0.125
```

=====

Density functional theory data (ωB97M-V/def2-TZVPD) for an isolated molecule of C20H27NO4.

Calculated values
Electronic energy, eV: -30858.137
Energy relative to the best compared isomer or geometry (same formula, charge and spin), kcal/mol: 49.0
LUMO, eV: 0.45
SMILES string: CCC(=O)c1ccc(OCC(=O)NCCC2=CCCCC2)c(OC)c1

```
52
Properties=species:S:1:pos:R:3:mulliken_charge:R:1
C 2.632 3.498 -0.759 -1.048
C 3.781 3.237 0.216 -0.547
C 3.336 2.306 1.327 0.531
O 3.205 2.709 2.463 -0.609
C 3.024 0.903 0.969 -0.140
C 2.275 0.157 1.872 -1.395
C 1.936 -1.157 1.604 -0.342
C 2.353 -1.758 0.427 0.915
O 2.081 -3.040 0.055 -0.512
C 1.329 -3.845 0.936 -0.536
C -0.121 -3.365 1.109 0.563
O -0.749 -3.569 2.125 -0.666
N -0.600 -2.739 0.021 -0.056
C -1.865 -2.045 0.002 -0.786
C -1.665 -0.522 -0.038 -0.704
C -2.989 0.192 -0.012 0.611
C -3.523 0.629 1.120 -0.527
C -4.844 1.326 1.217 -0.694
C -5.339 1.790 -0.150 -0.692
C -5.160 0.669 -1.167 -0.819
C -3.675 0.365 -1.339 -0.576
C 3.120 -1.013 -0.500 0.455
O 3.474 -1.685 -1.632 -0.461
C 4.289 -1.032 -2.572 -0.960
C 3.446 0.299 -0.220 -0.024
H 2.286 2.573 -1.214 0.305
H 1.795 3.953 -0.234 0.328
H 2.955 4.177 -1.545 0.327
H 4.638 2.814 -0.310 0.326
H 4.091 4.178 0.674 0.367
H 1.954 0.626 2.788 0.487
H 1.342 -1.703 2.319 0.391
H 1.317 -4.839 0.478 0.347
H 1.798 -3.922 1.923 0.354
H 0.026 -2.593 -0.759 0.257
H -2.395 -2.327 0.913 0.339
H -2.445 -2.376 -0.865 0.303
H -1.116 -0.257 -0.946 0.382
H -1.062 -0.230 0.824 0.169
H -3.003 0.475 2.056 0.399
H -4.758 2.177 1.897 0.367
H -5.570 0.636 1.660 0.291
H -4.761 2.659 -0.471 0.324
H -6.388 2.086 -0.087 0.306
H -5.597 0.950 -2.127 0.321
H -5.675 -0.226 -0.809 0.319
H -3.545 -0.536 -1.943 0.344
H -3.193 1.187 -1.879 0.311
H 5.248 -0.733 -2.137 0.363
H 3.792 -0.154 -2.998 0.375
H 4.466 -1.761 -3.362 0.242
H 4.048 0.855 -0.919 0.373
```

=====

Density functional theory data (ωB97M-V/def2-TZVPD) for an isolated molecule of C20H27NOS in a non-equilibrium geometry.

Calculated values
Electronic energy, eV: -35550.254
Energy relative to the best compared isomer or geometry (same formula, charge and spin), kcal/mol: 26.6
LUMO, eV: 0.61
SMILES string: C[C@@H]1CN(CCCc2cccs2)CC[C@]1(C)c1cccc(O)c1

```
50
Properties=species:S:1:pos:R:3:mulliken_charge:R:1
C -1.256 -1.218 -1.372 -1.687
C -0.989 0.327 -1.380 0.448
C 0.536 0.547 -1.101 -1.751
N 0.928 0.429 0.332 0.520
C 1.302 -0.904 0.853 -0.644
C 2.763 -1.314 0.461 -0.749
C 3.781 -0.565 1.278 -0.439
C 5.208 -1.093 1.154 0.106
C 6.205 -0.360 0.538 -0.466
C 7.516 -1.074 0.514 -0.517
C 7.423 -2.271 1.146 -0.446
S 5.827 -2.640 1.818 -0.114
C 0.084 1.219 1.228 -1.717
C -1.386 0.930 1.024 -0.984
C -1.898 1.141 -0.422 2.386
C -1.785 2.662 -0.790 -1.860
C -3.411 0.720 -0.557 -0.976
C -4.014 0.847 -1.842 -0.544
C -5.349 0.466 -2.038 -0.837
C -6.081 -0.005 -0.976 -0.551
C -5.533 -0.188 0.259 0.466
O -6.268 -0.641 1.305 -0.578
C -4.188 0.211 0.464 0.328
H -2.228 -1.458 -1.835 0.396
H -0.505 -1.805 -1.929 0.393
H -1.254 -1.567 -0.356 0.324
H -1.140 0.688 -2.383 0.607
H 1.169 -0.113 -1.729 0.535
H 0.805 1.545 -1.409 0.375
H 1.225 -0.962 1.927 0.663
H 0.677 -1.735 0.469 0.111
H 2.881 -2.350 0.675 0.547
H 2.913 -1.195 -0.608 0.152
H 3.509 -0.606 2.316 0.326
H 3.769 0.520 0.987 0.212
H 6.098 0.630 0.097 0.383
H 8.414 -0.707 0.059 0.378
H 8.225 -2.972 1.254 0.431
H 0.370 1.084 2.272 0.479
H 0.229 2.265 0.994 0.428
H -1.557 -0.110 1.380 0.300
H -1.921 1.611 1.688 0.639
H -2.103 2.932 -1.775 0.406
H -0.793 3.047 -0.617 0.446
H -2.396 3.196 -0.051 0.462
H -3.472 1.241 -2.660 0.363
H -5.737 0.444 -3.054 0.366
H -7.147 -0.275 -1.130 0.340
H -5.693 -0.643 2.078 0.302
H -3.755 0.075 1.444 0.239
```

=====

Density functional theory data (ωB97M-V/def2-TZVPD) for a structure of composition C20H28AlFGeN2S2Si.

Calculated values
Electronic energy, eV: -119558.811
Energy relative to the best compared isomer or geometry (same formula, charge and spin), kcal/mol: 0.0
LUMO, eV: 0.40

```
56
Properties=species:S:1:pos:R:3:mulliken_charge:R:1
Al -0.016 0.364 0.153 -1.084
S -1.739 1.906 0.815 -0.321
C -1.806 1.728 -0.860 0.548
N -0.744 1.232 -1.485 0.390
C -0.952 1.078 -2.847 -0.227
C -0.039 0.601 -3.784 -0.221
C -0.419 0.531 -5.111 -0.770
C -1.693 0.926 -5.516 -0.414
C -2.611 1.404 -4.598 -0.665
C -2.228 1.477 -3.268 0.803
S -3.162 2.032 -1.896 -0.188
H 0.946 0.290 -3.465 0.410
H 0.285 0.165 -5.846 0.394
H -1.970 0.860 -6.560 0.379
H -3.604 1.700 -4.910 0.394
C 2.967 -0.794 3.089 -1.099
Si 1.527 0.419 2.951 0.102
C -0.105 -0.441 3.360 -0.639
C 1.759 1.844 4.165 -1.126
N 1.413 0.838 1.253 0.724
C 2.543 1.205 0.536 -0.124
C 3.595 2.012 0.989 -0.141
C 4.678 2.296 0.173 -0.854
C 4.756 1.805 -1.124 -0.477
C 3.729 1.006 -1.608 -1.028
C 2.679 0.742 -0.770 0.899
F 1.629 -0.073 -1.185 -0.062
H 3.130 -1.129 4.116 0.405
H 3.899 -0.353 2.729 0.367
H 2.760 -1.672 2.473 0.290
H -0.398 -0.275 4.398 0.485
H -0.036 -1.518 3.199 0.214
H -0.907 -0.060 2.722 -0.161
H 1.841 1.427 5.172 0.345
H 0.906 2.525 4.150 0.297
H 2.659 2.432 3.977 0.389
H 3.530 2.419 1.989 0.269
H 5.476 2.920 0.557 0.411
H 5.602 2.039 -1.754 0.389
H 3.751 0.596 -2.610 0.452
C -2.371 -3.716 1.550 -1.284
Ge -2.568 -2.114 0.408 0.532
C -3.437 -2.553 -1.316 -1.239
C -3.808 -0.892 1.334 -1.129
C -0.747 -1.463 -0.027 -0.935
H -3.296 -4.293 1.590 0.398
H -2.122 -3.407 2.567 0.361
H -1.575 -4.365 1.184 0.390
H -4.352 -3.129 -1.171 0.388
H -2.771 -3.122 -1.965 0.384
H -3.701 -1.625 -1.829 0.322
H -4.695 -1.441 1.659 0.433
H -4.131 -0.095 0.664 0.296
H -3.348 -0.435 2.208 0.319
H -0.639 -1.689 -1.097 0.466
H -0.068 -2.167 0.470 0.540
```

=====

Density functional theory data (ωB97M-V/def2-TZVPD) for a structure of composition C20H28AuBrClN2O2 in a non-equilibrium geometry.

Calculated values
Electronic energy, eV: -114527.870
LUMO (alpha / beta), eV: 2.84 / 2.38
2S+1: 3
Net charge: -1
Expectation value of S²: 2.009

```
55
Properties=species:S:1:pos:R:3:lowdin_spin:R:1
Au 0.943 -0.990 0.362 0.510
Cl -0.613 -0.888 -1.407 0.184
N 2.132 0.319 -0.859 0.112
N -0.754 -1.553 1.560 0.104
C 1.886 1.510 -1.363 0.070
C -1.908 -0.962 1.782 0.062
C 3.211 -0.332 -1.616 0.001
C 3.201 0.485 -2.896 0.003
C 2.920 -1.807 -1.835 0.002
C 4.517 -0.166 -0.851 0.002
H 1.942 -1.914 -2.309 0.000
H 2.914 -2.324 -0.865 0.001
H 3.713 -2.221 -2.469 0.000
H 4.744 0.899 -0.717 0.001
H 5.324 -0.642 -1.417 0.001
H 4.428 -0.640 0.133 0.000
C -0.869 -2.993 1.837 0.001
C -2.376 -3.178 1.808 0.003
C -0.293 -3.275 3.219 0.002
C -0.138 -3.818 0.791 0.002
H -0.501 -3.543 -0.201 0.000
H -0.325 -4.879 1.000 0.000
H 0.940 -3.615 0.856 0.001
H -0.837 -2.701 3.979 0.001
H 0.765 -2.989 3.242 0.000
H -0.388 -4.345 3.433 0.001
O -2.921 -1.818 1.904 0.026
H -2.784 -3.767 2.639 0.000
H -2.720 -3.599 0.857 0.001
O 2.432 1.694 -2.562 0.029
H 2.668 -0.025 -3.705 0.001
H 4.191 0.799 -3.250 0.000
C 1.198 2.694 -0.752 0.049
C -2.229 0.483 2.035 0.045
C -1.953 1.455 0.918 0.079
H -1.589 0.772 2.890 0.034
H -3.277 0.530 2.344 0.001
C -0.644 1.878 0.715 0.191
C -0.268 2.544 -0.449 0.086
H 0.103 1.677 1.477 0.051
C -1.270 3.162 -1.212 0.026
C -2.610 2.917 -0.885 0.082
C -0.942 4.133 -2.303 0.004
C -2.970 2.062 0.167 0.030
H -3.397 3.419 -1.454 0.013
C -4.418 1.884 0.510 0.004
H -5.039 2.502 -0.149 0.002
H -4.625 2.200 1.547 0.002
H -4.746 0.840 0.410 0.001
H -0.343 4.976 -1.924 0.002
H -1.864 4.552 -2.722 0.002
H -0.377 3.668 -3.122 0.001
H 1.375 3.546 -1.413 0.001
H 1.722 2.867 0.206 0.036
Br 2.721 -1.485 2.085 0.138
```